(1)
The following is a quantum chemistry calculation of the molecule C3H5NOS, from the OMol25 dataset.

LUMO   0.6404 eV
SMILES string   O=C1C[C@@H](S)N1
HOMO-LUMO gap   0.3721 hartree

Geometry as ORCA input:
```
! wB97M-V def2-TZVPD RIJCOSX def2/J DEFGRID3
* xyz 0 1
H 0.345 -1.885 -0.537
H 1.966 0.284 -0.498
H -1.749 0.026 -1.333
S -0.898 -1.483 1.650
O -0.124 2.236 -1.057
C 1.020 0.310 0.040
C -0.092 1.053 -0.671
H -0.735 -0.204 2.241
C 0.001 -0.961 -0.116
N -0.875 -0.012 -0.842
H 1.142 0.635 1.122
*
```

(2)
The following is a quantum chemistry calculation of the molecule C3H5NOS, from the OMol25 dataset.

LUMO   0.5613 eV
SMILES string   S[C@@H]1N=CCO1
HOMO-LUMO gap   0.3547 hartree

Geometry as ORCA input:
```
! wB97M-V def2-TZVPD RIJCOSX def2/J DEFGRID3
* xyz 0 1
N -0.298 -0.677 0.822
S -0.161 1.684 1.946
H 1.326 -1.780 -0.064
O -0.576 0.831 -0.866
H 1.248 0.270 -1.689
H 0.783 0.750 2.032
H -1.973 0.557 0.745
C 0.282 -0.232 -1.345
C -0.905 0.538 0.448
C 0.541 -1.032 -0.065
H -0.267 -0.909 -1.966
*
```

(3)
The following is a quantum chemistry calculation of a cluster of 2 separate species, C3H5NOS in total, from the OMol25 dataset.

LUMO (alpha / beta)   -0.4635 / -0.4639 eV
SMILES string   CN=C=O.C=S
HOMO-LUMO gap (alpha / beta)   0.3118 / 0.3118 hartree

Geometry as ORCA input:
```
! wB97M-V def2-TZVPD RIJCOSX def2/J DEFGRID3
* xyz 0 1
N -0.827 -0.624 0.529
H -2.814 0.011 0.391
H 2.338 0.344 -1.838
C 2.325 0.476 -0.767
O 0.339 -2.409 -0.406
C -0.284 -1.525 -0.009
C -1.882 0.327 0.639
H -1.987 0.653 1.689
H 2.918 -0.122 -0.133
H -1.554 1.249 -0.071
S 1.428 1.619 -0.023
*
```

Q: Which of them is the most stable? A: (1).

(1)
The following is a quantum chemistry calculation of a structure of composition C3H5NOS, from the OMol25 dataset.

LUMO (alpha / beta)   0.5332 / 0.1420 eV
HOMO-LUMO gap (alpha / beta)   0.2795 / 0.2542 hartree

Geometry as ORCA input:
```
! wB97M-V def2-TZVPD RIJCOSX def2/J DEFGRID3
* xyz 0 1
H 1.561 1.324 -0.070
C 0.507 -0.401 -0.676
O -2.632 -1.484 -1.011
H 1.974 0.235 1.090
H 0.846 -1.383 -0.767
H -0.694 1.269 1.658
S -2.274 -0.656 0.136
H 0.446 0.079 -1.758
N -0.771 -0.100 0.044
C 1.189 0.490 0.404
C -0.153 0.626 0.950
*
```

(2)
The following is a quantum chemistry calculation of the molecule C3H5NOS, from the OMol25 dataset.

LUMO   0.7012 eV
HOMO-LUMO gap   0.3098 hartree

Geometry as ORCA input:
```
! wB97M-V def2-TZVPD RIJCOSX def2/J DEFGRID3
* xyz 0 1
O -1.106 2.162 -1.831
C 0.505 -1.323 -0.353
H -1.170 3.149 -0.120
S -1.040 -0.238 -1.113
H 0.065 -2.203 -0.063
H -0.785 0.917 1.145
C -0.965 1.025 0.088
N -1.271 0.858 -2.298
H 1.138 -1.543 -1.259
C -1.103 2.208 -0.529
H 0.943 -0.843 0.386
*
```

(3)
The following is a quantum chemistry calculation of the molecule C3H5NOS, from the OMol25 dataset.

LUMO (alpha / beta)   -1.0829 / -1.0809 eV
SMILES string   C=C[C@@H](O)N=S
HOMO-LUMO gap (alpha / beta)   0.2640 / 0.2640 hartree

Geometry as ORCA input:
```
! wB97M-V def2-TZVPD RIJCOSX def2/J DEFGRID3
* xyz 0 1
C -0.496 -0.210 0.129
H -1.063 0.608 0.513
C -0.795 -1.536 0.347
H -1.594 -1.806 0.902
O 0.436 1.647 -1.026
H -0.228 1.989 -0.433
C 0.760 0.428 -0.557
H -0.162 -2.254 -0.035
H 1.148 -0.260 -1.293
S 2.973 -0.357 0.719
N 1.865 0.660 0.483
*
```

Q: Which of them is the most stable? A: (3).

(1)
The following is a quantum chemistry calculation of the molecule C3H5NOS, from the OMol25 dataset.

LUMO   0.7108 eV
SMILES string   O[C@@H]1C=CSN1
HOMO-LUMO gap   0.3207 hartree

Geometry as ORCA input:
```
! wB97M-V def2-TZVPD RIJCOSX def2/J DEFGRID3
* xyz 0 1
C 0.300 -0.845 -0.437
O 1.271 -1.071 0.433
C -1.438 1.005 0.156
H 0.471 1.806 0.050
C -0.144 0.983 -0.214
H 1.649 -1.943 0.264
N -0.895 -1.502 0.013
H -0.580 -1.854 0.870
H 0.446 -1.136 -1.498
H -2.118 1.860 0.304
S -2.250 -0.528 0.107
*
```

(2)
The following is a quantum chemistry calculation of a structure of composition C3H5NOS, from the OMol25 dataset.

LUMO   -0.1419 eV
HOMO-LUMO gap   0.3418 hartree

Geometry as ORCA input:
```
! wB97M-V def2-TZVPD RIJCOSX def2/J DEFGRID3
* xyz 0 1
C 1.605 0.051 0.960
H 1.676 0.799 -0.924
S -0.718 0.185 -1.395
O -1.965 -0.474 0.793
H 2.909 1.244 -0.011
C 0.314 -0.371 1.318
H -1.880 1.280 -1.254
C -0.801 -0.324 0.377
N 2.185 0.229 -0.301
H 0.145 -0.457 2.473
H 2.355 0.228 1.862
*
```

Q: Which of them is the most stable? A: (1).